A structure of composition C7H16BIKO. Source: the Open Molecules 2025 dataset; level of theory: ωB97M-V/def2-TZVPD.

Results
* HOMO-LUMO gap: 8.10 eV
* total charge: +1

Structure (XYZ):
```
27
C7H16BIKO, DFT ωB97M-V/def2-TZVPD
C -1.64 -1.95 1.31
H -0.34 1.37 -1.68
C -0.81 -0.05 -0.16
C 1.34 0.04 -1.50
C 2.18 1.28 -1.98
H -1.54 -3.02 1.49
H 1.78 1.64 -2.92
C -0.16 0.32 -1.48
O -1.25 -1.28 2.48
K 3.44 -0.20 -0.12
H -1.85 0.29 -0.15
H -0.31 0.48 0.65
H 1.68 -0.33 -0.53
H 3.18 0.92 -2.23
C -0.78 -1.54 0.14
H 0.24 -1.87 0.36
H -2.91 -0.05 2.28
B 2.34 2.43 -0.92
I 0.80 3.70 -0.29
H -0.64 -0.22 -2.30
C -2.05 -0.20 2.93
H 3.41 2.59 -0.38
H -1.11 -2.11 -0.74
H -2.69 -1.75 1.08
H -1.47 0.72 2.95
H 1.55 -0.76 -2.21
H -2.41 -0.42 3.93
```

Atom charges from the Löwdin analysis, given in e for atoms 1 to 4: number 1, C, carries -0.2370; number 2, H, carries 0.0627; number 3, C, carries -0.2074; number 4, C, carries -0.3001

***

A structure of composition C6H11FO3Zr. Source: the Open Molecules 2025 dataset; level of theory: ωB97M-V/def2-TZVPD.

Results
* HOMO-LUMO gap: 4.34 eV
* total charge: +4

Structure (XYZ):
```
22
C6H11FO3Zr, DFT ωB97M-V/def2-TZVPD
H 3.57 0.77 -0.64
H 4.16 -0.39 0.58
O -0.42 -0.41 -2.31
H -2.01 1.24 -1.32
C -1.43 -1.20 0.59
H -3.47 0.43 -0.57
H -0.57 0.87 0.88
H 3.03 0.93 1.04
C -0.01 -0.66 -1.21
H 2.44 -1.46 -0.74
F -0.98 -1.64 1.73
H 1.70 -1.04 0.87
C -1.59 0.34 0.76
O -0.56 -1.58 -0.45
Zr -0.46 2.03 -0.54
C 3.33 0.23 0.26
C 2.18 -0.66 -0.04
H -2.91 2.07 0.05
H -2.08 0.53 1.72
O 1.10 0.16 -0.80
H -2.43 -1.63 0.45
C -2.59 1.06 -0.33
```

Atom charges from the Löwdin analysis, given in e for atoms 1 to 4: number 1, H, carries 0.1172; number 2, H, carries 0.1514; number 3, O, carries 0.3164; number 4, H, carries 0.0729

***

The molecule C3H3ClS. Source: the Open Molecules 2025 dataset; level of theory: ωB97M-V/def2-TZVPD.

Results
* HOMO-LUMO gap: 7.88 eV
* total charge: 0

Structure (XYZ):
```
8
C3H3ClS, DFT ωB97M-V/def2-TZVPD
H -0.52 -1.08 1.48
Cl -2.03 -0.74 -0.61
C -0.42 -0.80 0.36
C 0.68 -0.26 -0.06
S -3.11 0.66 0.40
C 1.57 0.56 -0.51
H 2.42 0.14 -1.07
H 1.41 1.52 -0.01
```

Atom charges from the Löwdin analysis, given in e for atoms 1 to 4: number 1, H, carries 0.1186; number 2, Cl, carries 0.3546; number 3, C, carries -0.3963; number 4, C, carries -0.2094

***

The ion C6H10NO2 with charge +1. Source: the Open Molecules 2025 dataset; level of theory: ωB97M-V/def2-TZVPD.

Results
* SMILES: [NH3+]C1(C(=O)/C=C/O)CC1
* HOMO-LUMO gap: 9.16 eV
* total charge: +1

Structure (XYZ):
```
19
C6H10NO2, DFT ωB97M-V/def2-TZVPD
H -1.21 -0.39 1.66
H -2.93 -0.09 -0.82
C -1.49 -0.24 0.62
H 2.80 -1.12 -0.65
H 1.43 -1.48 -1.73
C 0.89 -0.10 -0.12
C -2.75 0.06 0.26
H 1.04 1.14 -2.01
C -0.50 -0.48 -0.48
N 1.38 0.37 1.22
H -4.55 0.52 0.69
C 1.62 0.71 -1.21
H 2.35 0.56 1.17
H 0.86 0.98 1.82
H 1.52 -0.50 1.78
C 1.86 -0.77 -0.99
O -3.69 0.36 1.10
O -0.83 -0.99 -1.50
H 2.20 1.47 -0.81
```

Atom charges from the Löwdin analysis, given in e for atoms 1 to 4: number 1, H, carries 0.1095; number 2, H, carries 0.1578; number 3, C, carries -0.0073; number 4, H, carries 0.1118

***

A cluster of 2 separate species, C6H12N2S in total. Source: the Open Molecules 2025 dataset; level of theory: ωB97M-V/def2-TZVPD.

Results
* SMILES: Cc1c[nH]cn1.CCS
* HOMO-LUMO gap: 9.20 eV
* total charge: 0

Structure (XYZ):
```
21
C6H12N2S, DFT ωB97M-V/def2-TZVPD
H 3.67 -1.22 -0.91
N -0.22 -0.66 1.42
H -0.76 -0.87 -0.62
H -3.43 0.03 -1.09
C -2.31 -0.24 0.83
C -3.55 -0.19 -0.03
S 3.02 -1.06 -2.00
N -2.32 -0.37 2.18
C 2.77 1.38 -0.85
H 0.79 -0.73 1.33
H 1.14 0.07 -1.01
H 1.99 2.00 -0.34
H -4.33 0.48 0.33
H -0.55 -0.57 3.47
C -1.05 -0.43 0.34
C -1.07 -0.60 2.54
H -3.92 -1.22 0.06
H 3.36 2.10 -1.44
H 1.53 0.77 -2.54
H 3.28 0.98 0.02
C 1.98 0.35 -1.66
```

Atom charges from the Löwdin analysis, given in e for atoms 1 to 4: number 1, H, carries -0.1983; number 2, N, carries 0.0452; number 3, H, carries 0.1174; number 4, H, carries 0.0749

***

A cluster of 2 separate species, C3H9NO2 in total. Source: the Open Molecules 2025 dataset; level of theory: ωB97M-V/def2-TZVPD.

Results
* HOMO-LUMO gap: 5.90 eV
* total charge: 0

Structure (XYZ):
```
15
C3H9NO2, DFT ωB97M-V/def2-TZVPD
C -0.15 0.04 -0.24
H 1.30 1.36 0.82
H 3.20 -0.01 0.37
C 1.05 0.31 0.65
O -1.26 0.11 0.38
N 0.92 -0.19 2.04
O 2.15 0.37 -1.32
H -6.35 0.19 -2.32
H 1.52 -0.98 2.17
H 2.26 -1.34 -0.27
H -6.87 0.68 -2.52
H 0.04 0.98 -0.92
C 2.27 -0.24 -0.16
H -0.05 -0.83 -0.89
H -0.04 -0.45 2.22
```

Atom charges from the Löwdin analysis, given in e for atoms 1 to 4: number 1, C, carries -0.3764; number 2, H, carries 0.1447; number 3, H, carries 0.1497; number 4, C, carries -0.2894

***

A cluster of 12 separate species, H24O12 in total. Source: the Open Molecules 2025 dataset; level of theory: ωB97M-V/def2-TZVPD.

Results
* SMILES: O.O.O.O.O.O.O.O.O.O.O.O
* HOMO-LUMO gap: 10.00 eV
* total charge: 0

Structure (XYZ):
```
36
H24O12, DFT ωB97M-V/def2-TZVPD
H -2.88 -1.12 0.64
H -0.32 0.79 0.49
O -2.97 -0.20 0.93
H -1.47 -1.85 -1.43
H 3.08 -1.02 -0.68
O 2.49 1.55 -1.66
H 1.29 -0.75 4.30
O 0.99 -2.38 1.14
H -2.02 2.50 -1.34
H 1.77 1.12 -1.16
O 0.66 -0.26 3.76
H -0.72 3.52 0.22
H -0.70 -1.01 -2.44
O -1.95 2.76 -2.26
O -1.86 -2.72 0.78
H 0.76 3.84 -0.02
H -2.16 1.37 0.96
H 0.27 -0.40 -0.26
H 3.40 0.03 0.39
H 2.27 -1.88 -3.10
O -0.13 4.14 -0.24
H -2.49 3.55 -2.32
H 1.13 -3.31 1.31
H 1.88 -2.00 1.07
H -0.90 -2.65 0.91
O 3.21 -0.91 0.28
O -1.70 2.23 1.07
O -0.59 -1.51 -1.62
O 2.20 -1.95 -2.15
H 0.76 -0.63 2.87
H 1.28 -1.74 -1.93
H -3.56 -0.22 1.69
O 0.51 0.42 0.18
H -1.97 -3.45 0.16
H 2.12 1.72 -2.53
H -1.70 2.40 2.01
```

Atom charges from the Löwdin analysis, given in e for atoms 1 to 4: number 1, H, carries 0.0225; number 2, H, carries 0.0140; number 3, O, carries -0.0519; number 4, H, carries 0.0521

***

A cluster of 9 separate species, C12H40ClN8O12 in total. Source: the Open Molecules 2025 dataset; level of theory: ωB97M-V/def2-TZVPD.

Results
* HOMO-LUMO gap: 9.05 eV
* total charge: -1

Structure (XYZ):
```
73
C12H40ClN8O12, DFT ωB97M-V/def2-TZVPD
H 0.17 4.13 -0.02
C 2.86 -1.39 2.63
O 1.55 -1.36 -3.11
H -1.67 -1.02 4.03
N -3.33 1.99 -5.74
H -3.81 -2.14 4.29
O -0.36 0.38 -1.65
H 2.55 3.37 -0.37
H 2.07 3.00 1.28
C 3.99 1.01 -1.70
C -1.56 1.80 3.58
H -2.49 2.31 3.31
C 1.34 -2.82 -4.99
H -3.39 -3.39 3.05
H 2.35 -2.46 -5.20
H -0.33 2.15 2.12
O -0.36 -1.03 0.29
N 1.56 -0.92 2.76
H 4.16 -2.61 3.58
H 2.25 0.94 -0.68
C -1.79 -2.03 3.65
H 1.37 6.53 -0.38
H -3.17 -1.31 1.69
N 3.18 -2.40 3.51
H -0.88 -4.75 0.35
C 1.03 4.71 0.31
H -0.38 1.04 5.25
H -1.87 1.58 -2.91
N 5.30 0.58 -1.59
H 1.34 -0.19 2.10
H 1.10 -0.60 -2.71
H -2.10 1.05 5.55
H -0.17 -2.44 -3.48
O -0.53 2.60 2.95
H -3.20 0.69 -3.58
N 3.22 0.67 -0.62
H 3.44 -0.16 -0.09
C 2.22 3.81 0.57
O 3.64 -0.98 1.81
H 5.64 0.24 -0.71
O 1.37 5.64 -0.74
O -3.80 -1.48 2.40
H 2.54 -2.65 4.24
H -3.26 2.45 -6.63
C -2.42 -4.04 -0.82
H 0.83 5.30 1.20
H 5.93 0.80 -2.33
H -1.39 -2.75 4.38
O 3.62 1.75 -2.60
H -1.59 0.85 3.04
H -3.69 -2.77 -1.81
H 0.85 -2.96 -5.95
O -2.96 -5.11 -1.10
O -1.37 2.85 -4.95
C 0.62 -1.91 -4.02
O -2.09 0.47 -0.06
H 0.10 -1.14 -4.61
H 1.50 -3.81 -4.54
C -1.30 1.58 5.03
H -4.17 1.50 -5.50
H -1.03 -3.02 0.23
H -2.34 -2.04 -0.91
Cl -0.67 0.28 -0.25
N -2.57 1.47 -3.62
H 3.04 4.39 1.02
H -1.16 -2.17 2.76
N -2.91 -2.81 -1.18
C -2.36 2.16 -4.79
C -3.24 -2.36 3.39
N -1.25 -3.94 -0.11
H 1.24 -0.87 3.71
O 0.16 1.27 0.42
H -1.18 2.53 5.57
```

Atom charges from the Löwdin analysis, given in e for atoms 1 to 4: number 1, H, carries 0.1033; number 2, C, carries -0.6492; number 3, O, carries -0.0801; number 4, H, carries 0.0440

***

The ion C4H7N4 with charge +1. Source: the Open Molecules 2025 dataset; level of theory: ωB97M-V/def2-TZVPD.

Results
* HOMO-LUMO gap (alpha / beta): 7.04 / 7.06 eV
* total charge: +1

Structure (XYZ):
```
15
C4H7N4, DFT ωB97M-V/def2-TZVPD
C 0.50 1.22 0.46
C -1.76 -1.07 0.47
N -0.70 -1.73 0.00
N -2.35 0.04 0.02
C -1.78 1.16 -0.43
H -2.46 -1.77 0.86
H 2.11 0.29 -0.23
H 0.28 1.07 1.57
N 1.07 0.02 -0.09
H 1.03 -2.04 0.33
N -0.66 1.72 -0.02
H 1.21 1.98 0.53
H -2.33 1.78 -1.08
C 0.52 -1.27 -0.42
H 0.77 -1.68 -1.43
```

Atom charges from the Löwdin analysis, given in e for atoms 1 to 4: number 1, C, carries -0.2399; number 2, C, carries -0.1363; number 3, N, carries 0.1424; number 4, N, carries 0.1654